(1)
Formula: C52H91N13
Source: the OMol25 dataset
Level of theory: ωB97M-V/def2-TZVPD

ORCA input file:
```
! wB97M-V def2-TZVPD RIJCOSX def2/J DEFGRID3
* xyz 0 1
N 2.744 0.693 1.832
N -5.475 3.765 -3.654
N -3.922 1.263 1.102
N 1.503 2.842 4.484
N 3.973 -0.730 -2.609
N 5.110 -3.265 1.082
N 0.578 -3.280 5.602
N 0.821 0.350 -4.620
N -4.390 -3.196 2.451
N -0.233 -1.732 -1.489
N -6.285 -0.867 -5.707
N 7.423 -1.460 -1.693
N -0.831 0.551 4.700
C 3.077 -0.207 2.449
C 5.159 -3.445 -0.048
C 1.818 1.487 7.646
C 1.041 0.534 -0.924
C -1.180 3.927 2.750
C 0.805 2.922 3.555
C -0.950 2.163 -0.969
C -3.579 5.622 -3.709
C 7.746 0.069 1.494
C -6.872 0.605 -3.646
C -2.018 -1.603 -5.090
C -2.494 5.217 -4.711
C 3.938 1.018 -4.565
C 7.020 -0.441 -1.338
C -4.073 0.463 3.552
C 7.315 1.180 0.494
C 3.355 -0.748 4.780
C -3.691 -1.902 0.285
C -6.671 0.528 3.418
C -3.924 0.847 2.190
C 0.151 -3.699 4.598
C -4.702 4.628 -3.718
C -0.243 0.140 -5.072
C -6.541 -0.253 -4.782
C 6.459 0.721 -0.618
C -4.563 0.251 -2.506
C 0.443 1.781 -1.479
C -0.054 3.012 2.372
C -4.028 -2.635 1.525
C 2.794 -4.133 -1.778
C -0.015 -0.271 6.992
C 3.365 -1.344 3.361
C 5.319 -3.742 -1.454
C -3.449 -4.184 -0.836
C -0.821 5.436 2.793
C -0.602 -4.199 3.479
C -6.103 0.347 -2.367
C 0.459 0.886 7.947
C -1.588 -0.171 -5.495
C 4.326 0.431 4.998
C 4.060 0.030 -3.497
C 4.209 -4.657 -1.956
C 0.182 -0.714 -1.198
C -0.459 0.152 5.714
C -5.453 -0.280 3.872
C -4.015 -2.757 -0.882
C 4.129 -0.584 -6.606
C -0.346 -1.954 2.207
C -0.805 -2.565 -4.995
C -0.213 -3.501 2.151
C 4.689 0.617 -5.831
C -1.921 3.801 -4.496
H 0.456 1.661 -2.588
H -1.664 -4.026 3.712
H -3.986 -4.858 -1.540
H -2.932 -1.820 -5.692
H 2.892 1.156 -4.811
H 0.766 -3.877 1.817
H -1.254 1.915 0.006
H -2.644 3.021 -4.193
H -5.465 -0.445 4.961
H 1.181 2.507 -1.165
H -3.573 -2.248 -1.711
H -6.349 1.108 -1.707
H -0.431 1.989 2.247
H 2.762 -2.245 3.336
H -4.089 1.146 -2.922
H 0.791 -1.061 6.745
H 0.321 -1.291 2.745
H -1.617 3.500 -5.461
H 4.352 -1.739 3.160
H 0.476 0.471 8.914
H 4.916 -0.858 -7.308
H 4.379 0.758 5.997
H -1.725 5.974 -4.642
H -0.090 -2.234 -4.265
H -1.218 -3.537 -4.652
H -0.786 -0.830 7.517
H 3.935 1.291 4.416
H -7.617 -0.058 3.608
H -4.389 -0.429 -3.326
H -2.390 -4.129 -1.136
H -1.097 3.706 -3.819
H -0.271 5.585 3.712
H 5.698 0.478 -5.511
H 5.493 0.384 -0.172
H -1.686 6.019 2.733
H -6.811 1.464 3.921
H 4.380 1.907 -4.101
H 6.144 1.502 -1.387
H -3.176 -0.082 3.790
H -2.916 5.213 -5.725
H -0.381 -2.761 -5.987
H -5.070 -2.783 -1.021
H 8.045 0.489 2.407
H -1.929 3.863 1.988
H 2.614 -3.158 -2.219
H -4.147 -0.920 0.300
H -2.636 -1.679 0.184
H -1.712 -0.132 -6.654
H -0.881 -3.815 1.403
H 0.511 3.387 1.487
H 1.844 2.439 8.311
H -0.485 -5.243 3.501
H -1.811 1.802 -1.502
H -4.087 6.522 -3.931
H -6.788 1.653 -3.907
H -4.089 0.056 -1.566
H 2.607 0.815 7.928
H 8.130 1.837 0.123
H 2.310 -0.385 4.997
H -1.039 3.293 -1.019
H 1.994 0.287 -1.379
H -2.243 0.576 -5.102
H 6.825 -0.512 1.609
H 3.773 -1.380 -5.977
H -5.503 -1.223 3.356
H -3.967 1.401 4.095
H 1.227 0.553 0.109
H -6.642 0.838 2.331
H 6.279 -4.216 -1.690
H 3.523 -1.549 5.476
H 2.125 -4.774 -2.325
H 4.242 -5.540 -1.322
H -0.355 -1.587 1.172
H -7.949 0.407 -3.525
H 1.998 1.790 6.619
H -3.592 -4.628 0.105
H 4.672 1.476 -6.490
H 2.344 -4.066 -0.748
H -2.332 -1.508 -4.044
H -1.640 3.560 3.671
H 8.467 -0.559 1.051
H 3.250 -0.380 -7.162
H 5.342 0.241 4.623
H 5.329 -2.834 -1.989
H -3.194 5.565 -2.731
H -1.327 -1.598 2.663
H -6.425 -0.703 -2.031
H -0.151 5.788 1.907
H 4.442 -4.897 -2.986
H 6.582 1.790 1.036
H -0.366 1.660 7.812
*
```

For the total energy, the calculation gives -74766.682 eV. The calculation puts the LUMO energy at 0.3 eV. The energy above the lowest of the compared OMol25 structures with the same formula, charge and spin is 89.4 kcal per mole.

Löwdin population analysis, charges in e, atoms 1 to 5: atom 1 (N): 0.178, atom 2 (N): 0.165, atom 3 (N): 0.176, atom 4 (N): 0.173, atom 5 (N): 0.188

---

(2)
Formula: C52H95N11
Source: the OMol25 dataset
Level of theory: ωB97M-V/def2-TZVPD

ORCA input file:
```
! wB97M-V def2-TZVPD RIJCOSX def2/J DEFGRID3
* xyz 0 1
N -16.150 -2.750 -23.570
N -14.051 -7.057 -24.838
N -11.448 5.019 -28.996
N -10.592 -0.043 -18.826
N -7.276 -2.108 -29.254
N -10.551 0.491 -25.265
N -10.006 -2.917 -20.550
N -8.360 -4.202 -27.384
N -16.123 2.864 -21.382
N -11.433 3.264 -24.523
N -12.694 -3.729 -27.236
C -5.532 -1.733 -27.537
C -12.827 -7.581 -24.537
C -14.219 1.583 -22.327
C -14.122 -5.746 -24.451
C -15.080 -1.921 -23.720
C -10.842 -0.248 -24.035
C -8.553 -3.901 -26.064
C -14.225 -2.115 -22.664
C -12.061 -6.563 -24.029
C -12.566 2.789 -29.139
C -11.528 6.406 -29.461
C -11.516 -0.210 -19.823
C -12.565 5.061 -23.883
C -8.726 -3.799 -22.142
C -12.618 3.930 -24.655
C -9.721 -5.750 -26.567
C -12.886 -5.408 -23.959
C -10.644 3.932 -23.641
C -15.014 5.044 -20.836
C -12.815 -2.635 -29.149
C -9.124 -2.626 -21.551
C -10.925 6.598 -30.836
C -12.659 4.293 -29.346
C -7.481 -2.787 -30.538
C -9.109 -5.303 -27.703
C -9.579 5.349 -27.386
C -16.016 -3.458 -22.396
C -12.005 -1.583 -18.110
C -9.125 0.371 -25.635
C -10.174 -4.267 -20.471
C -18.091 3.838 -20.223
C -7.899 -0.789 -29.182
C -12.447 -1.112 -19.381
C -9.398 -4.841 -21.451
C -14.832 -3.101 -21.837
C -11.320 5.040 -23.198
C -11.067 -1.755 -24.115
C -9.364 -0.740 -29.587
C -8.701 1.547 -26.514
C -10.856 -0.916 -17.800
C -9.433 -4.808 -25.536
C -15.658 4.168 -21.898
C -11.015 4.852 -27.635
C -15.724 1.782 -22.257
C -13.967 -2.326 -28.378
C -12.051 -3.508 -28.417
C -13.839 -2.982 -27.182
C -12.899 0.338 -26.012
C -5.824 -1.932 -29.019
C -11.434 0.061 -26.347
C -17.574 2.855 -21.241
C -6.797 -2.191 -31.765
H -13.926 1.385 -21.290
H -17.865 1.839 -20.954
H -13.547 2.332 -22.743
H -12.484 -2.327 -17.497
H -14.039 0.688 -22.931
H -5.781 -2.644 -26.987
H -9.950 -1.387 -28.921
H -9.366 1.703 -27.364
H -13.491 2.284 -29.424
H -11.207 2.366 -24.950
H -11.431 0.322 -20.757
H -9.346 5.263 -26.327
H -11.064 5.781 -31.540
H -9.387 6.347 -27.771
H -13.489 0.263 -26.924
H -16.492 4.687 -22.387
H -8.703 2.469 -25.932
H -17.991 4.887 -20.517
H -14.955 -1.321 -24.606
H -8.059 -3.924 -22.978
H -14.731 -1.637 -28.700
H -11.759 2.362 -29.742
H -12.575 6.746 -29.399
H -13.294 -1.616 -22.460
H -12.631 -8.622 -24.728
H -7.133 -2.748 -32.642
H -14.998 -5.146 -24.622
H -13.378 3.569 -25.329
H -12.393 -4.339 -26.489
H -10.924 5.765 -22.507
H -11.053 -2.166 -23.108
H -11.045 7.045 -28.721
H -14.499 -3.530 -20.904
H -13.283 5.865 -23.873
H -10.471 -2.208 -20.002
H -8.557 0.407 -24.706
H -14.904 3.990 -22.663
H -13.538 4.701 -28.816
H -11.356 7.498 -31.286
H -14.802 -7.546 -25.291
H -11.347 -1.013 -26.574
H -7.855 -3.647 -28.069
H -5.713 -2.297 -31.760
H -12.574 -2.291 -30.142
H -11.634 0.245 -23.451
H -12.345 2.491 -28.112
H -12.569 -4.484 -23.501
H -10.347 -2.254 -24.765
H -16.180 0.847 -21.922
H -8.553 -2.854 -30.720
H -8.939 -0.593 -26.133
H -7.158 -3.830 -30.437
H -7.063 -1.140 -31.883
H -17.575 3.770 -19.263
H -14.729 5.989 -21.313
H -11.098 -3.946 -28.655
H -15.709 5.295 -20.035
H -8.157 -2.978 -25.671
H -13.005 1.341 -25.601
H -9.033 -5.717 -28.696
H -7.691 1.356 -26.883
H -9.849 6.760 -30.739
H -9.770 0.529 -18.909
H -6.102 -0.928 -27.074
H -14.111 4.603 -20.417
H -16.803 -4.128 -22.098
H -8.897 -1.586 -21.722
H -10.145 -1.016 -16.998
H -13.231 -0.416 -25.304
H -16.108 1.901 -23.295
H -9.788 0.254 -29.455
H -10.397 -6.590 -26.529
H -18.094 3.006 -22.208
H -5.352 -2.882 -29.283
H -14.423 -2.997 -26.278
H -12.808 4.446 -30.418
H -11.661 5.338 -26.875
H -19.161 3.703 -20.045
H -7.875 -0.431 -28.153
H -9.994 -0.094 -23.354
H -4.471 -1.549 -27.361
H -12.047 -2.004 -24.533
H -9.876 -4.841 -24.556
H -5.436 -1.100 -29.612
H -16.979 -2.714 -24.134
H -11.149 0.595 -27.257
H -11.024 3.801 -27.349
H -9.645 3.596 -23.416
H -7.323 -0.047 -29.760
H -10.734 -4.747 -19.687
H -9.550 -1.136 -30.583
H -13.268 -1.502 -19.961
H -9.329 -5.900 -21.639
H -11.046 -6.689 -23.692
H -8.933 4.677 -27.963
*
```

Its SMILES is c1cc[nH]c1.c1cc[nH]c1.c1cc[nH]c1.c1cc[nH]c1.c1cc[nH]c1.c1cc[nH]c1.c1cc[nH]c1.CCN(CC)CC.CCN(CC)CC.CCN(CC)CC.CCN(CC)CC. For the total energy, the calculation gives -71854.364 eV. The calculation puts the LUMO energy at 0.6 eV. The energy above the lowest of the compared OMol25 structures with the same formula, charge and spin is 0.0 kcal per mole.

Löwdin population analysis, charges in e, atoms 1 to 5: atom 1 (N): 0.013, atom 2 (N): 0.005, atom 3 (N): -0.193, atom 4 (N): 0.014, atom 5 (N): -0.202